Record 1
{
  "formula": "C5H9O",
  "method": "the ωB97M-V functional and the def2-TZVPD basis",
  "e_homo_ha": -0.5198,
  "total_charge": 1,
  "lumo_ev": -5.980,
  "e_above_lowest_ev": 2.4958,
  "elements": ["O", "C", "C", "C", "C", "C", "H", "H", "H", "H", "H", "H", "H", "H", "H"],
  "coordinates": [[0.0166, 0.4477, 0.2454], [-0.2579, 1.2102, 1.1725], [1.0797, -0.0279, -2.7178], [0.8040, -0.8586, -1.8415], [0.2373, -1.8263, -1.0187], [-0.9159, 0.8062, 2.4429], [-1.9822, 1.1974, 2.3845], [-0.7679, -2.0078, -1.3437], [0.2742, -1.4186, 0.0898], [0.8191, -2.7578, -1.0461], [1.7104, -0.3753, -3.5216], [-0.9990, -0.2847, 2.2887], [0.0348, 2.2557, 1.0535], [-0.4214, 1.2524, 3.2388], [1.0472, 1.1276, -2.9964]],
  "mulliken_charge": [-0.4924, 0.1138, -0.5618, 0.6071, -0.6341, -0.8938, 0.2827, 0.3004, 0.2719, 0.3901, 0.2969, 0.2586, 0.3824, 0.3439, 0.3343]
}

---

Record 2
{
  "formula": "C2H6I3N2O4V",
  "method": "the ωB97M-V functional and the def2-TZVPD basis",
  "multiplicity": 3,
  "s2": 2.0677,
  "e_homo_ha": [-0.3191, -0.3255],
  "total_charge": 0,
  "lumo_ev": [-1.693, -1.028],
  "e_above_lowest_ev": 0.2487,
  "elements": ["I", "I", "I", "V", "O", "O", "O", "O", "N", "N", "C", "C", "H", "H", "H", "H", "H", "H"],
  "coordinates": [[26.4813, 3.5270, 27.7498], [26.6409, 8.3103, 28.1531], [22.7981, 5.7943, 28.4364], [25.4459, 5.8789, 28.1994], [25.5428, 5.4564, 30.3386], [25.2807, 6.0900, 26.0182], [27.2063, 5.8965, 31.6366], [24.3643, 7.4912, 24.6719], [26.1262, 5.4224, 31.4136], [24.9999, 6.5039, 24.9085], [25.4269, 4.6967, 32.4801], [25.5461, 5.7166, 23.7718], [24.3693, 4.7114, 32.2630], [24.6997, 5.4518, 23.1493], [26.0469, 4.8454, 24.1759], [25.8635, 3.7023, 32.5032], [26.2305, 6.3614, 23.2301], [25.6536, 5.2035, 33.4156]],
  "mulliken_spin": [-0.0770, -0.0797, -0.0954, 2.2678, -0.0223, -0.0205, 0.0169, 0.0174, -0.0022, -0.0046, -0.0008, -0.0004, 0.0000, -0.0001, 0.0006, 0.0002, -0.0001, 0.0001]
}

---

Record 3
{
  "formula": "C2O3",
  "method": "the ωB97M-V functional and the def2-TZVPD basis",
  "e_homo_ha": -0.4756,
  "total_charge": 0,
  "lumo_ev": 0.016,
  "e_above_lowest_ev": 1.0373,
  "elements": ["O", "O", "O", "C", "C"],
  "coordinates": [[-1.1537, 1.0603, -0.1098], [-0.8266, -1.2043, -0.0571], [1.7935, 0.0417, -0.3281], [1.0444, 0.1526, 0.5106], [-0.8576, -0.0503, -0.0157]],
  "mulliken_charge": [-0.3462, -0.3427, -0.1220, 0.0850, 0.7259]
}

---

Record 4
{
  "formula": "C22H52N5",
  "method": "the ωB97M-V functional and the def2-TZVPD basis",
  "e_homo_ha": -0.3469,
  "total_charge": 1,
  "lumo_ev": -2.938,
  "elements": ["N", "N", "N", "N", "N", "C", "C", "C", "C", "C", "C", "C", "C", "C", "C", "C", "C", "C", "C", "C", "C", "C", "C", "C", "C", "C", "C", "H", "H", "H", "H", "H", "H", "H", "H", "H", "H", "H", "H", "H", "H", "H", "H", "H", "H", "H", "H", "H", "H", "H", "H", "H", "H", "H", "H", "H", "H", "H", "H", "H", "H", "H", "H", "H", "H", "H", "H", "H", "H", "H", "H", "H", "H", "H", "H", "H", "H", "H", "H"],
  "coordinates": [[-3.8448, 3.9310, 1.2755], [-3.3501, 4.4151, 3.3833], [0.0411, -1.2011, 1.6978], [3.8141, 2.9812, 2.6724], [0.2812, -4.3171, -5.1194], [4.1868, 5.2848, 1.8130], [-0.8263, -2.0544, -4.6739], [-0.4223, -4.6946, -2.6914], [-0.6341, -0.7769, 2.9144], [-0.8692, -4.9482, -5.7433], [3.4887, 0.7971, 1.4023], [-2.0635, -1.2725, 3.1515], [4.2501, 3.7872, 1.5450], [-2.8074, 3.0463, 1.6527], [-4.1334, 4.6862, 2.3224], [2.4825, 3.2500, 3.1797], [-1.7195, -1.0922, -0.1568], [-2.5131, 3.3799, 2.9499], [-1.0182, -4.6073, -7.2196], [4.1481, 1.5701, 2.5453], [1.3106, 3.1248, 2.1985], [1.2419, -3.0395, 0.5355], [0.2698, -2.6356, 1.6338], [0.3506, -2.8686, -5.2220], [0.6051, -4.8678, -3.8126], [-0.4243, -0.5695, 0.4741], [-5.2064, 5.7688, 2.4425], [1.0560, 2.0829, 2.0001], [-1.4285, -4.9809, -3.0010], [0.7888, -5.9400, -3.9390], [3.9319, 1.0630, 3.4904], [-2.3582, -1.0587, 4.1824], [3.1589, 5.6402, 1.9127], [-0.0999, -4.8268, -7.7672], [1.4686, -4.1041, 0.6135], [-4.8269, 6.7232, 2.8471], [0.3706, -0.6516, -0.2732], [-0.6262, 0.3195, 2.9634], [5.2339, 1.4889, 2.4304], [3.9760, -0.1744, 1.2889], [0.6995, -2.9642, 2.5842], [-2.3282, 2.2690, 1.0484], [-1.8072, -4.7008, -5.2240], [-1.8199, -5.2042, -7.6585], [5.2921, 3.5418, 1.3240], [0.8269, -2.8670, -0.4591], [-1.8051, -0.7147, -1.1795], [-0.5222, 0.5098, 0.6434], [0.4205, 3.5948, 2.6303], [2.4351, 0.5992, 1.6034], [2.1825, -2.4915, 0.6207], [1.5071, 3.6229, 1.2474], [-0.1504, -5.3308, -1.8449], [-4.2724, 3.9379, 0.3559], [-1.7458, -2.1812, -0.2133], [-0.0214, -1.0979, 3.7634], [-1.7349, 2.9305, 3.5786], [3.6774, 3.5638, 0.6326], [-2.7826, -0.7664, 2.5061], [-0.8144, -2.0014, -3.5850], [-1.7921, -2.4508, -4.9922], [3.5729, 1.3140, 0.4449], [-1.2725, -3.5570, -7.3737], [-2.1592, -2.3483, 3.0045], [-5.7538, 5.8904, 1.4872], [-5.9522, 5.3933, 3.1809], [-3.3802, 4.8733, 4.2872], [-2.6043, -0.7517, 0.3822], [4.6402, 5.8292, 0.9828], [-0.7618, -1.0274, -5.0432], [1.2728, -2.5199, -4.7483], [2.4720, 4.2633, 3.5940], [-0.4482, -3.6692, -2.3207], [-0.6669, -3.1967, 1.5056], [-0.7527, -6.0332, -5.6717], [0.4773, -2.6090, -6.2772], [2.2900, 2.6068, 4.0435], [4.7339, 5.5441, 2.7211], [1.5644, -4.4593, -3.4800]],
  "mulliken_charge": [-0.0058, -0.0132, 0.4697, 0.1886, 0.1519, -1.4484, -0.5577, -0.5343, -0.1882, -0.3106, -0.4382, -1.2123, -0.2854, -0.2702, 0.2622, -1.1671, -1.3041, -0.4080, -1.4484, -0.9154, 0.0835, -0.9760, -0.4855, -0.7952, -0.8279, -0.3171, -1.1591, -0.1127, 0.3487, 0.3615, 0.3564, 0.4451, 0.2778, 0.3320, 0.4374, 0.3478, 0.4238, -0.1750, 0.3937, 0.4293, 0.4549, 0.5186, 0.2500, 0.4327, 0.4767, 0.0326, 0.4179, -0.0462, 0.0248, -0.2088, 0.1861, 0.2890, 0.4114, 0.2631, 0.2575, 0.5048, 0.5498, 0.2377, 0.2270, -0.0765, 0.2476, 0.3040, 0.2959, 0.2989, 0.3262, 0.3366, 0.2566, 0.2300, 0.4397, 0.4073, 0.3467, 0.4295, -0.2065, 0.3028, 0.4494, 0.3546, 0.3163, 0.3349, 0.3728]
}

---

Energy / Eh: -270.74494, -2327.27555, -301.92532, -1142.94318